A:
The following is a DFT calculation (wB97M-V/def2-TZVPD) of a 2-piece molecular cluster, CHF2NO2 overall.

Structure (ORCA input):
```
! wB97M-V def2-TZVPD RIJCOSX def2/J DEFGRID3
* xyz 0 1
C -0.149 0.625 0.790
N 0.190 -0.685 -1.105
O 1.063 -1.377 -0.801
O -0.655 -0.538 -1.933
F 1.043 0.406 1.262
F -1.153 0.102 1.502
H -0.340 1.467 0.285
*
```

Computed properties:
HOMO-LUMO gap (alpha / beta) = 9.484 / 8.484 eV
E_HOMO (alpha / beta) = -9.2 / -8.9 eV

=====

B:
The following is a DFT calculation (wB97M-V/def2-TZVPD) of a 2-piece molecular cluster, CHF2NO2 overall.

Structure (ORCA input):
```
! wB97M-V def2-TZVPD RIJCOSX def2/J DEFGRID3
* xyz 0 1
C -0.984 0.272 -0.118
N 1.174 -0.372 0.072
O 1.873 0.180 -0.739
O 1.297 -1.241 0.897
F -0.829 1.525 -0.684
F -1.362 0.322 1.183
H -1.170 -0.686 -0.612
*
```

Computed properties:
HOMO-LUMO gap (alpha / beta) = 8.432 / 9.243 eV
E_HOMO (alpha / beta) = -9.3 / -9.6 eV

=====

Which structure is the least stable? The one labeled A.

=====

A:
The following is a DFT calculation (wB97M-V/def2-TZVPD) of C2H10N4S as an isolated structure.

Structure (ORCA input):
```
! wB97M-V def2-TZVPD RIJCOSX def2/J DEFGRID3
* xyz 2 1
C -0.086 -0.538 0.062
C 1.732 1.105 -0.003
N -1.285 0.865 0.147
N 1.188 -0.302 -0.098
N -2.494 0.445 -0.379
N 2.136 -1.150 -0.101
S -0.846 -2.077 -0.046
H 2.707 1.132 -0.621
H 0.853 1.803 -0.142
H 2.028 1.358 0.983
H -1.363 1.275 1.106
H -3.145 1.309 -0.457
H -3.060 -0.223 0.115
H -2.376 0.087 -1.308
H 1.976 -1.995 -0.734
H 3.048 -0.904 0.173
H -1.013 -2.189 1.303
*
```

Computed properties:
HOMO-LUMO gap = 9.613 eV
E_HOMO = -18.5 eV

=====

B:
The following is a DFT calculation (wB97M-V/def2-TZVPD) of a 3-piece molecular cluster, C2H10N4S overall.

Structure (ORCA input):
```
! wB97M-V def2-TZVPD RIJCOSX def2/J DEFGRID3
* xyz 2 1
C 17.290 2.178 5.310
C -15.830 -2.962 -5.224
N 17.309 1.312 4.339
N -15.332 -1.706 -3.193
N 17.459 -0.008 4.536
N -15.589 -2.272 -4.119
S -14.773 1.922 -2.636
H 17.266 1.786 6.273
H 17.204 3.168 5.109
H -14.830 -3.084 -5.657
H -16.169 -4.002 -5.062
H -16.390 -2.457 -5.946
H 17.219 1.677 3.295
H 17.479 -0.546 3.707
H 17.285 -0.345 5.432
H -14.018 2.411 -3.613
H -15.579 2.928 -2.551
*
```

Computed properties:
HOMO-LUMO gap = 6.623 eV
E_HOMO = -13.2 eV

=====

Which structure is the least stable? The one labeled A.

=====

A:
The following is a DFT calculation (wB97M-V/def2-TZVPD) of a 2-piece molecular cluster, C2H3NOS overall.

Structure (ORCA input):
```
! wB97M-V def2-TZVPD RIJCOSX def2/J DEFGRID3
* xyz 0 1
C -1.114 -0.399 -0.325
C 2.293 -0.106 0.002
N 1.101 0.010 0.103
O 3.459 0.015 0.027
S -1.830 1.146 -0.107
H -1.016 -1.054 0.481
H -2.173 0.903 1.221
H -0.720 -0.516 -1.401
*
```

Computed properties:
HOMO-LUMO gap (alpha / beta) = 7.008 / 7.009 eV
E_HOMO (alpha / beta) = -8.7 / -8.7 eV

=====

B:
The following is a DFT calculation (wB97M-V/def2-TZVPD) of the molecule C2H3NOS.

Structure (ORCA input):
```
! wB97M-V def2-TZVPD RIJCOSX def2/J DEFGRID3
* xyz 0 1
C -1.545 0.284 0.004
C 0.590 -0.701 -0.076
N -0.863 1.383 -0.037
O -2.666 -0.140 0.067
S 0.892 1.063 0.033
H 0.436 -1.362 0.710
H 0.619 -1.159 -1.015
H -1.090 2.351 -0.285
*
```

Computed properties:
HOMO-LUMO gap (alpha / beta) = 8.074 / 8.068 eV
E_HOMO (alpha / beta) = -8.5 / -8.5 eV

=====

C:
The following is a DFT calculation (wB97M-V/def2-TZVPD) of a 2-piece molecular cluster, C2H3NOS overall.

Structure (ORCA input):
```
! wB97M-V def2-TZVPD RIJCOSX def2/J DEFGRID3
* xyz 0 1
C -0.576 0.030 0.518
C 1.689 -0.143 -0.436
N 0.591 -0.332 0.374
O 2.551 0.640 -0.197
S 0.589 -2.731 0.515
H -1.250 -0.544 1.214
H -0.885 0.919 0.118
H 1.562 -1.059 -1.078
*
```

Computed properties:
HOMO-LUMO gap (alpha / beta) = 7.381 / 7.409 eV
E_HOMO (alpha / beta) = -9.2 / -9.2 eV

=====

Which structure is the least stable? The one labeled C.

=====

A:
The following is a DFT calculation (wB97M-V/def2-TZVPD) of C2H5O2P as an isolated structure.

Structure (ORCA input):
```
! wB97M-V def2-TZVPD RIJCOSX def2/J DEFGRID3
* xyz 0 1
C -0.730 -0.017 -0.969
C -0.295 -0.709 0.768
O 2.518 0.186 0.548
O 0.616 0.428 -1.138
P 1.107 0.431 0.365
H -1.218 -0.821 -1.448
H -1.335 0.859 -0.857
H -1.104 -0.200 1.252
H -0.173 -1.819 0.798
H 0.614 1.663 0.680
*
```

Computed properties:
HOMO-LUMO gap = 11.155 eV
E_HOMO = -10.3 eV

=====

B:
The following is a DFT calculation (wB97M-V/def2-TZVPD) of a 2-piece molecular cluster, C2H5O2P overall.

Structure (ORCA input):
```
! wB97M-V def2-TZVPD RIJCOSX def2/J DEFGRID3
* xyz 0 1
C 0.808 -0.669 -0.515
C 0.365 0.705 -0.128
O -3.242 0.687 -0.575
O 0.108 -1.395 0.497
P -0.894 -0.122 0.867
H 0.353 -0.901 -1.417
H 1.845 -0.991 -0.592
H 1.059 1.093 0.714
H 0.106 1.335 -0.962
H -0.507 0.257 2.112
*
```

Computed properties:
HOMO-LUMO gap (alpha / beta) = 7.045 / 7.223 eV
E_HOMO (alpha / beta) = -9.0 / -9.0 eV

=====

Which structure is the least stable? The one labeled B.

=====

A:
The following is a DFT calculation (wB97M-V/def2-TZVPD) of a 2-piece molecular cluster, C6H9N2 overall.

Structure (ORCA input):
```
! wB97M-V def2-TZVPD RIJCOSX def2/J DEFGRID3
* xyz 1 1
C -1.800 1.521 -1.695
C -1.787 -2.007 0.112
C -0.401 -0.033 0.684
C 2.114 0.513 0.239
C 1.256 1.103 -0.761
C 0.690 0.840 0.679
N -1.690 1.192 -0.618
N -0.965 -1.042 0.627
H -2.181 -1.670 -0.850
H -2.017 1.972 -2.633
H -2.623 -2.305 0.746
H -1.183 -2.877 0.008
H 2.451 -0.485 0.094
H 2.783 1.040 0.872
H 1.318 2.254 -0.931
H 0.847 0.584 -1.666
H 0.587 1.717 1.448
*
```

Computed properties:
HOMO-LUMO gap = 11.628 eV
E_HOMO = -14.9 eV

=====

B:
The following is a DFT calculation (wB97M-V/def2-TZVPD) of an isolated ion of composition C6H9N2 and charge +1.

Structure (ORCA input):
```
! wB97M-V def2-TZVPD RIJCOSX def2/J DEFGRID3
* xyz 1 1
C 0.402 -0.552 -3.413
C 0.643 -0.294 -2.221
C -0.396 -0.521 0.040
C 0.861 0.468 2.047
C -0.236 1.325 1.607
C -0.316 -0.201 1.433
N -1.139 -1.354 -0.596
N 0.898 0.129 -0.945
H 0.164 -0.617 -4.490
H 1.694 0.333 1.397
H 1.059 0.242 3.141
H -0.831 1.911 2.289
H 0.087 1.912 0.648
H -1.167 -0.628 1.930
H -1.815 -1.951 -0.335
H -1.023 -1.410 -1.627
H 1.113 1.207 -0.906
*
```

Computed properties:
SMILES string = C#C/[NH+]=C(\N)C1CC1
HOMO-LUMO gap = 9.130 eV
E_HOMO = -13.5 eV

=====

C:
The following is a DFT calculation (wB97M-V/def2-TZVPD) of an isolated ion of composition C6H9N2 and charge +1.

Structure (ORCA input):
```
! wB97M-V def2-TZVPD RIJCOSX def2/J DEFGRID3
* xyz 1 1
C -0.909 -0.685 -0.021
C -0.762 0.762 0.072
C 1.304 0.078 0.089
C -1.781 -1.700 -0.205
C -1.861 1.697 0.236
C 2.757 0.104 -0.111
N 0.488 1.165 0.201
N 0.687 -1.036 -0.072
H -1.498 -2.699 -0.407
H -2.834 -1.526 -0.025
H -1.344 2.527 -0.185
H -2.189 1.952 1.191
H -2.635 1.279 -0.335
H 3.135 -0.822 0.381
H 3.258 1.031 0.399
H 3.188 -0.061 -1.132
H 0.996 -2.069 -0.078
*
```

Computed properties:
SMILES string = C=C1[NH+]=C(C)N=C1C
HOMO-LUMO gap = 9.568 eV
E_HOMO = -15.5 eV

=====

D:
The following is a DFT calculation (wB97M-V/def2-TZVPD) of an isolated ion of composition C6H9N2 and charge +1.

Structure (ORCA input):
```
! wB97M-V def2-TZVPD RIJCOSX def2/J DEFGRID3
* xyz 1 1
C 1.855 0.534 0.401
C 0.475 -1.217 0.992
C 0.390 -2.349 1.678
C -0.627 -0.591 0.109
C -0.887 1.857 -0.614
C -0.449 1.095 -1.808
N 1.619 -0.471 0.983
N -0.161 0.623 -0.486
H 2.537 1.310 0.160
H 1.226 -2.706 2.254
H -0.507 -2.943 1.689
H -0.881 -1.330 -0.659
H -1.497 -0.414 0.748
H -0.359 2.756 -0.328
H -1.937 1.855 -0.349
H -1.190 0.549 -2.381
H 0.394 1.443 -2.387
*
```

Computed properties:
SMILES string = C#[N+]C(=C)CN1CC1
HOMO-LUMO gap = 10.092 eV
E_HOMO = -14.4 eV

=====

Which structure is the least stable? The one labeled B.

=====

A:
The following is a DFT calculation (wB97M-V/def2-TZVPD) of the molecule C2H3NOS2.

Structure (ORCA input):
```
! wB97M-V def2-TZVPD RIJCOSX def2/J DEFGRID3
* xyz 0 1
C 0.158 0.026 -0.035
C 0.948 -1.079 -0.204
N 0.556 1.285 -0.270
O 1.667 1.591 -0.810
S 2.655 -1.077 -0.389
S 3.312 0.495 0.561
H -0.873 -0.079 0.271
H 0.503 -2.059 -0.216
H -0.055 2.052 0.031
*
```

Computed properties:
HOMO-LUMO gap (alpha / beta) = 7.403 / 7.419 eV
E_HOMO (alpha / beta) = -8.5 / -8.4 eV

=====

B:
The following is a DFT calculation (wB97M-V/def2-TZVPD) of the molecule C2H3NOS2.

Structure (ORCA input):
```
! wB97M-V def2-TZVPD RIJCOSX def2/J DEFGRID3
* xyz 0 1
C -0.057 0.385 -0.400
C -0.872 0.364 0.831
N 0.782 -0.738 -0.707
O 1.926 -0.481 -1.124
S 0.756 1.260 0.977
S 0.170 -2.251 -0.490
H -0.202 0.959 -1.255
H -1.771 1.013 0.776
H -0.733 -0.511 1.391
*
```

Computed properties:
SMILES string = [O-][N+](=S)[C@H]1CS1
HOMO-LUMO gap (alpha / beta) = 7.917 / 7.914 eV
E_HOMO (alpha / beta) = -9.3 / -9.3 eV

=====

C:
The following is a DFT calculation (wB97M-V/def2-TZVPD) of the molecule C2H3NOS2.

Structure (ORCA input):
```
! wB97M-V def2-TZVPD RIJCOSX def2/J DEFGRID3
* xyz 0 1
C 0.548 0.105 -0.171
C -2.311 0.269 0.349
H 3.330 -1.016 -0.124
H 0.835 1.019 -0.762
H -2.173 1.335 0.751
N 1.623 -0.700 0.028
O 2.846 0.019 -0.047
S -0.909 -0.696 0.156
S -3.789 -0.336 -0.178
*
```

Computed properties:
SMILES string = O/N=C/SC=S
HOMO-LUMO gap = 7.702 eV
E_HOMO = -8.8 eV

=====

Which structure is the least stable? The one labeled C.